Molecular formula: C23H42GaNO11PSiTe
Method: DFT, ωB97M-V/def2-TZVPD

The largest force on an atom is 0.7 eV/Å. The calculation puts the total energy at -125386.2764 eV. The calculation puts the HOMO-LUMO gap at 7.0 eV.

Geometry as ORCA input:
```
! RIJCOSX wB97M-V def2-TZVPD def2/J DEFGRID3
* xyz 1 1
Ga -1.4895 0.1078 -0.4992
O -2.0139 4.1580 -0.3601
C -2.3355 2.8969 -0.3778
O -1.5910 2.0303 0.0667
C -3.6525 2.5497 -0.9659
C -4.5278 3.5023 -1.4570
C -5.7417 3.0507 -1.9485
C -6.0184 1.6953 -1.8917
C -5.0783 0.8184 -1.3559
N -3.8967 1.2445 -0.9211
C -5.3194 -0.6638 -1.1562
O -6.4292 -1.2024 -1.6745
O -4.5505 -1.3299 -0.5331
H -1.1181 4.2588 0.0192
H -4.2601 4.5487 -1.4570
H -6.4668 3.7429 -2.3528
H -6.9815 1.3514 -2.2440
H -6.9675 -0.5758 -2.1698
C 2.5706 1.1326 3.4865
C 1.4876 0.2886 2.8257
C 0.1406 0.9995 2.8954
C 1.3972 -1.0887 3.4649
O 1.8777 0.0698 1.4647
Si 1.6534 0.8536 0.0611
O 0.2692 0.4301 -0.6544
O 2.8705 0.4942 -0.9536
C 3.7263 -0.6522 -1.0639
C 4.7196 -0.6631 0.0907
C 4.4510 -0.5009 -2.3927
C 2.8652 -1.9112 -1.0623
O 1.6434 2.4694 0.3563
C 2.1771 3.5799 -0.3684
C 1.7263 4.8227 0.3888
C 3.7003 3.5206 -0.3888
C 1.6196 3.5729 -1.7878
H 2.3135 1.3512 4.5242
H 2.6863 2.0746 2.9485
H 3.5242 0.6034 3.4695
H -0.1573 1.1362 3.9362
H -0.6273 0.3979 2.4067
H 0.2013 1.9802 2.4204
H 1.1701 -1.0070 4.5288
H 2.3475 -1.6122 3.3517
H 0.6152 -1.6774 2.9823
H 5.3045 0.2580 0.0893
H 5.4062 -1.5055 -0.0100
H 4.1991 -0.7459 1.0437
H 5.0454 0.4134 -2.3943
H 3.7313 -0.4481 -3.2105
H 5.1181 -1.3462 -2.5667
H 2.3324 -2.0019 -0.1124
H 3.4844 -2.7997 -1.2042
H 2.1335 -1.8561 -1.8719
H 2.2010 4.8680 1.3690
H 0.6446 4.8025 0.5605
H 1.9693 5.7315 -0.1619
H 4.0819 3.4443 0.6305
H 4.1061 4.4265 -0.8423
H 4.0439 2.6580 -0.9561
H 0.5284 3.6574 -1.7796
H 1.8829 2.6414 -2.2913
H 2.0212 4.4046 -2.3681
C -4.7542 -4.7462 -0.0091
C -3.2632 -4.6087 -0.1738
O -2.8260 -3.4206 0.5381
P -1.6330 -2.5128 0.1083
O -1.7354 -1.1894 0.8774
Te -1.6946 -1.8347 -2.2234
O -0.2950 -3.2008 0.5333
C 0.3176 -4.2918 -0.2126
C 1.2778 -4.9944 0.7102
H -5.1077 -5.5837 -0.6110
H -5.2520 -3.8372 -0.3392
H -5.0122 -4.9351 1.0319
H -2.9867 -4.5099 -1.2279
H -2.7264 -5.4540 0.2576
H 0.8241 -3.8467 -1.0689
H -0.4614 -4.9669 -0.5734
H 2.0450 -4.3028 1.0560
H 1.7622 -5.8119 0.1762
H 0.7571 -5.4033 1.5750
*
```

***

Molecular formula: C23H42N2O3P2Pb
Method: DFT, ωB97M-V/def2-TZVPD

The relative energy (zero: lowest compared OMol25 entry of this formula, charge and spin) comes out at 133.9 kcal/mol. The largest force on an atom is 4.4 eV/Å. The calculation puts the total energy at -57474.1203 eV. The calculation puts the HOMO-LUMO gap (spin up / spin down) at 7.4 / 5.0 eV.

Geometry as ORCA input:
```
! RIJCOSX wB97M-V def2-TZVPD def2/J DEFGRID3
* xyz 0 1
P 1.8465 -2.2641 -2.4323
P 0.2719 1.5561 -2.5349
C 1.1488 -0.9544 -3.6181
C 1.5973 0.4636 -3.1989
H 0.0456 -1.0265 -3.6731
H 1.5199 -1.1699 -4.6377
H 2.4257 0.4296 -2.4524
H 2.0518 1.0023 -4.0476
C -0.3382 2.4159 -4.0053
H -0.8639 3.3171 -3.6743
H -1.0031 1.8096 -4.6236
H 0.5336 2.6799 -4.6033
C 0.6129 2.9308 -1.4211
H 0.4857 3.8309 -2.0466
H 1.6525 2.9159 -1.0642
H -0.0535 2.9946 -0.5499
C 0.8673 -3.6835 -3.2066
H 0.7652 -4.4968 -2.4802
H 1.3937 -4.1051 -4.0780
H -0.1516 -3.4364 -3.5441
C 3.3747 -2.5276 -3.3884
H 4.0808 -1.6894 -3.3503
H 3.1241 -2.7071 -4.4450
H 3.8819 -3.4132 -2.9953
Pb 2.6104 -0.8154 -0.3336
C -1.5648 0.6810 -2.4154
C -2.2565 0.1253 -3.5488
C -3.4134 -0.7104 -3.3811
C -4.0603 -0.7172 -1.8893
C -3.7319 -1.9497 -1.1087
C -2.4758 -2.3605 -0.8784
C -1.2994 -1.7875 -1.6123
C -1.0638 -0.3214 -1.3616
C 1.6337 -2.2836 1.0467
H -2.0485 1.6145 -2.0315
H -2.1141 0.5160 -4.5618
H -3.2801 -1.7183 -3.7952
H -4.2120 -0.3183 -4.0089
H -3.6568 0.1743 -1.3720
H -5.1560 -0.6064 -2.0018
H -4.5748 -2.4490 -0.6078
H -2.1593 -3.1910 -0.2271
H -1.3569 -2.0048 -2.6715
H -0.4023 -2.3116 -1.2630
H -1.5095 -0.0242 -0.4051
H 0.0274 -0.2291 -1.1118
H 1.7165 -1.7230 2.0025
H 2.2657 -3.2052 1.0290
H 0.5540 -2.4169 0.8984
C 1.3480 3.4733 4.9751
C 0.1133 2.6051 4.8637
C 0.3073 1.0743 4.6362
C 0.8272 0.3928 5.9175
C 2.1603 0.8559 6.4470
C -1.1121 0.5190 4.4178
O -1.8911 0.1947 5.3046
N -1.5016 0.4822 3.0991
C -0.7025 0.7244 1.9878
O -1.3139 1.0305 0.9429
N 0.6320 0.6107 2.1454
C 1.1896 0.7096 3.3780
O 2.4120 0.4929 3.5093
H 1.7642 3.4183 5.9850
H 1.0499 4.5113 4.8004
H 2.1232 3.2030 4.2509
H -0.4395 2.6908 5.8137
H -0.5687 3.0063 4.0961
H 0.0768 0.5660 6.7031
H 0.8347 -0.6926 5.7307
H 2.0379 1.7865 7.0060
H 2.5188 0.0956 7.1435
H 2.8864 0.9773 5.6372
H -2.4935 0.4323 2.8901
*
```

***

Molecular formula: C23H43AuN2OP3S
Method: DFT, ωB97M-V/def2-TZVPD

Its expectation value of S² is 2.0328. The relative energy (zero: lowest compared OMol25 entry of this formula, charge and spin) comes out at 53.3 kcal/mol. The largest force on an atom is 2.2 eV/Å. The calculation puts the total energy at -71943.1028 eV. The calculation puts the HOMO-LUMO gap (spin up / spin down) at 5.4 / 4.6 eV.

Geometry as ORCA input:
```
! RIJCOSX wB97M-V def2-TZVPD def2/J DEFGRID3
* xyz 3 3
Au 0.0004 0.3767 0.3388
P -0.7439 2.3796 1.8062
P -2.3923 -0.1852 -0.2017
P 2.3062 1.5009 0.2021
H -0.0936 -1.9616 -8.0241
C 0.9530 -2.1724 -7.7542
C 1.2874 -3.3589 -7.2249
H 0.5104 -4.1188 -7.0485
C -1.2630 3.8644 0.8654
C -2.1727 2.0337 2.8928
C 0.4455 3.0507 3.0239
C -2.4921 -1.6220 -1.3137
C -3.4913 -0.6179 1.1887
C -3.2436 1.1533 -1.1116
C 3.4186 0.6926 -0.9984
C 3.3079 1.4932 1.7271
C 2.2745 3.2437 -0.3545
H 1.6857 -1.3948 -7.9894
H 2.3169 -3.6335 -6.9794
H -1.5522 4.6688 1.5585
H -2.1140 3.6257 0.2170
H -0.4348 4.2144 0.2379
H -2.3216 2.8572 3.6078
H -1.9745 1.1163 3.4606
H -3.0903 1.9034 2.3067
H -0.0602 3.7908 3.6628
H 1.2978 3.5359 2.5343
H 0.8134 2.2439 3.6686
H -3.5408 -1.9311 -1.4257
H -1.9088 -2.4537 -0.9000
H -2.0777 -1.3739 -2.2980
H -4.4748 -0.1507 1.0416
H -3.0758 -0.2816 2.1445
H -3.6117 -1.7081 1.2281
H -4.2068 0.7712 -1.4752
H -2.6300 1.4606 -1.9706
H -3.4149 2.0171 -0.4562
H 4.3905 1.2033 -1.0106
H 2.9927 0.7037 -2.0088
H 3.5608 -0.3573 -0.7125
H 4.2787 1.9772 1.5503
H 3.4762 0.4521 2.0268
H 2.7959 2.0145 2.5425
H 3.2961 3.5664 -0.5975
H 1.8689 3.9111 0.4120
H 1.6585 3.3266 -1.2597
C 0.6330 -0.9891 -2.8200
C 0.5902 0.3187 -3.3573
C 0.1796 0.5002 -4.6751
C -0.0996 -0.6027 -5.4890
C -0.0661 -1.9039 -4.9516
C 0.3887 -2.1024 -3.6548
S 0.9523 -1.4215 -1.1806
H -0.2224 1.3013 -1.0585
H 0.8768 1.1692 -2.7380
H 0.0711 1.5038 -5.0897
H -0.3024 -0.4709 -6.5583
H -0.2990 -2.7704 -5.5630
H 0.5559 -3.1026 -3.2444
N 0.8323 -2.8585 7.0475
C 0.1022 -3.3252 5.9906
O -0.5291 -4.3736 6.0550
C 0.1713 -2.4944 4.7496
C 0.9739 -1.3581 4.6041
C 0.9313 -0.6272 3.4087
N 0.1509 -0.9880 2.3742
C -0.5735 -2.1253 2.4683
C -0.6001 -2.8819 3.6488
H 0.7197 -3.3567 7.9177
H 1.1882 -1.9223 7.0809
H 1.6542 -0.9976 5.3720
H 1.5457 0.2698 3.2792
H -1.1468 -2.4439 1.5947
H -1.2326 -3.7744 3.6592
*
```

***

Repeat the third record exactly.
Molecular formula: C23H43AuN2OP3S
Method: DFT, ωB97M-V/def2-TZVPD

Its expectation value of S² is 2.0328. The relative energy (zero: lowest compared OMol25 entry of this formula, charge and spin) comes out at 53.3 kcal/mol. The largest force on an atom is 2.2 eV/Å. The calculation puts the total energy at -71943.1028 eV. The calculation puts the HOMO-LUMO gap (spin up / spin down) at 5.4 / 4.6 eV.

Geometry as ORCA input:
```
! RIJCOSX wB97M-V def2-TZVPD def2/J DEFGRID3
* xyz 3 3
Au 0.0004 0.3767 0.3388
P -0.7439 2.3796 1.8062
P -2.3923 -0.1852 -0.2017
P 2.3062 1.5009 0.2021
H -0.0936 -1.9616 -8.0241
C 0.9530 -2.1724 -7.7542
C 1.2874 -3.3589 -7.2249
H 0.5104 -4.1188 -7.0485
C -1.2630 3.8644 0.8654
C -2.1727 2.0337 2.8928
C 0.4455 3.0507 3.0239
C -2.4921 -1.6220 -1.3137
C -3.4913 -0.6179 1.1887
C -3.2436 1.1533 -1.1116
C 3.4186 0.6926 -0.9984
C 3.3079 1.4932 1.7271
C 2.2745 3.2437 -0.3545
H 1.6857 -1.3948 -7.9894
H 2.3169 -3.6335 -6.9794
H -1.5522 4.6688 1.5585
H -2.1140 3.6257 0.2170
H -0.4348 4.2144 0.2379
H -2.3216 2.8572 3.6078
H -1.9745 1.1163 3.4606
H -3.0903 1.9034 2.3067
H -0.0602 3.7908 3.6628
H 1.2978 3.5359 2.5343
H 0.8134 2.2439 3.6686
H -3.5408 -1.9311 -1.4257
H -1.9088 -2.4537 -0.9000
H -2.0777 -1.3739 -2.2980
H -4.4748 -0.1507 1.0416
H -3.0758 -0.2816 2.1445
H -3.6117 -1.7081 1.2281
H -4.2068 0.7712 -1.4752
H -2.6300 1.4606 -1.9706
H -3.4149 2.0171 -0.4562
H 4.3905 1.2033 -1.0106
H 2.9927 0.7037 -2.0088
H 3.5608 -0.3573 -0.7125
H 4.2787 1.9772 1.5503
H 3.4762 0.4521 2.0268
H 2.7959 2.0145 2.5425
H 3.2961 3.5664 -0.5975
H 1.8689 3.9111 0.4120
H 1.6585 3.3266 -1.2597
C 0.6330 -0.9891 -2.8200
C 0.5902 0.3187 -3.3573
C 0.1796 0.5002 -4.6751
C -0.0996 -0.6027 -5.4890
C -0.0661 -1.9039 -4.9516
C 0.3887 -2.1024 -3.6548
S 0.9523 -1.4215 -1.1806
H -0.2224 1.3013 -1.0585
H 0.8768 1.1692 -2.7380
H 0.0711 1.5038 -5.0897
H -0.3024 -0.4709 -6.5583
H -0.2990 -2.7704 -5.5630
H 0.5559 -3.1026 -3.2444
N 0.8323 -2.8585 7.0475
C 0.1022 -3.3252 5.9906
O -0.5291 -4.3736 6.0550
C 0.1713 -2.4944 4.7496
C 0.9739 -1.3581 4.6041
C 0.9313 -0.6272 3.4087
N 0.1509 -0.9880 2.3742
C -0.5735 -2.1253 2.4683
C -0.6001 -2.8819 3.6488
H 0.7197 -3.3567 7.9177
H 1.1882 -1.9223 7.0809
H 1.6542 -0.9976 5.3720
H 1.5457 0.2698 3.2792
H -1.1468 -2.4439 1.5947
H -1.2326 -3.7744 3.6592
*
```

***

> What is the formula in the first record?

C23H42GaNO11PSiTe